No. 1
Molecular formula: C10H24N5O
Method: DFT, wB97M-V/def2-TZVPD

Structure (XYZ):
```
40
Properties=species:S:1:pos:R:3:nbo_charge:R:1
C 5.60 -1.45 0.82 -0.711
C 5.60 0.04 0.64 0.396
C 6.39 0.91 1.57 -0.677
N 5.00 0.65 -0.32 -0.298
N 4.02 -0.11 -1.02 -0.374
C 2.79 -0.19 -0.59 0.662
N 1.70 -0.34 -1.47 -0.585
C 0.58 0.07 -0.55 -0.234
C 1.02 -0.67 0.70 -0.229
N 2.44 -0.17 0.75 -0.608
H 6.23 -1.75 1.66 0.250
H 4.60 -1.84 0.98 0.249
H 6.00 -1.91 -0.08 0.248
H 5.86 1.84 1.73 0.250
H 6.57 0.40 2.51 0.238
H 7.36 1.15 1.12 0.266
H 4.27 -0.57 -1.88 0.432
H 1.62 -1.34 -1.66 0.392
H 0.84 1.11 -0.34 0.199
H -0.43 -0.01 -0.92 0.260
H 1.16 -1.73 0.48 0.198
H 0.44 -0.51 1.61 0.248
H 2.54 0.72 1.23 0.424
C -6.41 0.31 -0.83 -0.615
C -5.32 1.34 -0.56 -0.083
C -3.91 0.88 -0.95 -0.074
O -3.32 -0.06 -0.06 -0.564
C -3.73 -1.40 -0.24 -0.250
N -5.41 1.76 0.84 -0.817
H -6.42 -0.48 -0.08 0.202
H -7.39 0.79 -0.82 0.230
H -6.28 -0.16 -1.81 0.204
H -5.53 2.22 -1.18 0.195
H -3.25 1.75 -0.93 0.178
H -3.90 0.49 -1.97 0.165
H -3.92 -1.62 -1.30 0.173
H -4.63 -1.63 0.34 0.179
H -2.93 -2.04 0.12 0.177
H -4.79 2.54 1.01 0.352
H -5.06 1.01 1.43 0.352
```

Computed properties:
Highest occupied orbital energy = -11.12 eV
Total charge = +1
E = -744.122524 Ha
LUMO = -3.63 eV
Orbital gap = 7.49 eV

No. 2
Molecular formula: C10H24N6O6PbS
Method: DFT, wB97M-V/def2-TZVPD

Structure (XYZ):
```
48
Properties=species:S:1:pos:R:3:mulliken_charge:R:1
O -3.73 1.04 -1.29 -0.628
H -4.61 1.27 -1.69 0.237
Pb -1.50 -0.13 -0.47 1.206
N 1.23 -0.80 -1.36 0.631
N -0.81 -2.30 -2.10 0.157
N 0.22 1.40 0.90 0.193
N -2.46 1.78 0.82 0.192
O 2.25 -0.07 -1.04 -0.987
O 1.53 1.05 1.16 -0.535
O -3.62 2.32 0.57 -0.757
O -1.78 -3.10 -2.14 -0.535
C 0.44 -2.83 -2.29 0.359
C 1.54 -2.05 -1.83 0.004
C -0.31 2.21 1.83 0.227
C -1.75 2.42 1.76 0.368
C 2.95 -2.54 -1.89 -1.409
H 3.51 -2.22 -1.00 0.328
H 3.46 -2.14 -2.78 0.307
H 2.98 -3.63 -1.95 0.448
C 0.54 -4.18 -2.89 -1.304
H -0.11 -4.24 -3.76 0.351
H 0.22 -4.95 -2.17 0.275
H 1.57 -4.40 -3.20 0.407
C 0.54 2.84 2.90 -1.603
C -2.47 3.33 2.69 -1.381
H 1.61 2.74 2.68 0.363
H 0.37 2.40 3.89 0.288
H 0.31 3.91 2.99 0.470
H -3.36 2.81 3.07 0.346
H -2.83 4.21 2.13 0.273
H -1.86 3.67 3.54 0.388
H 1.83 0.59 0.29 0.470
H -3.81 1.65 -0.52 0.455
C -1.75 0.99 -2.26 -0.941
H -1.52 0.01 -2.81 0.354
H -0.95 1.72 -1.85 0.324
H -2.43 1.56 -2.94 0.409
O 2.31 2.14 -2.79 -0.663
H 2.51 2.94 -2.32 0.293
H 2.44 1.41 -2.12 0.396
N 0.68 -0.89 3.42 -0.451
C 0.51 -1.71 2.36 0.418
N 1.67 -2.20 1.88 -0.319
S -1.01 -2.13 1.75 -0.338
H 1.52 -0.35 3.50 0.245
H -0.19 -0.44 3.77 0.262
H 1.60 -2.94 1.14 0.216
H 2.49 -2.16 2.42 0.189
```

Computed properties:
Highest occupied orbital energy (alpha / beta) = -7.84 / -7.63 eV
Relative energy (zero: lowest compared OMol25 entry of this formula, charge and spin) = 73.66 kcal per mole
E = -1766.091157 Ha
LUMO (alpha / beta) = -1.31 / -1.10 eV
Orbital gap (alpha / beta) = 6.53 / 6.53 eV